{
  "formula": "C5H12O3",
  "method": "wB97M-V/def2-TZVPD",
  "e_above_lowest_ev": 3.3977,
  "homo_lumo_gap_ev": 9.60,
  "e_lumo_ev": 0.45,
  "homo_ev": -9.16,
  "total_charge": 0,
  "species": ["C", "C", "O", "O", "O", "H", "H", "H", "H", "H", "H", "C", "C", "C", "H", "H", "H", "H", "H", "H"],
  "positions_angstrom": [[1.79054, 0.80945, -0.00699], [0.34867, 1.36709, -0.79232], [1.65493, 0.71300, 1.31321], [2.12930, -0.39983, -0.65200], [0.17981, 0.83772, -2.07607], [0.74807, 0.00332, 1.56304], [2.64912, -0.93824, -0.04407], [0.80533, 0.10701, -2.17568], [2.51862, 1.57593, -0.29614], [0.57549, 2.43329, -0.86251], [-0.57531, 1.32712, -0.21222], [-2.18968, -0.65222, -0.32091], [-0.93138, -1.10412, 0.32490], [-0.58175, -0.84957, 1.62272], [-0.24242, -1.63991, -0.31063], [-2.71593, 0.09091, 0.28182], [-2.00486, -0.25847, -1.31881], [-2.85282, -1.51960, -0.44101], [-1.27945, -0.29328, 2.23986], [-0.02628, -1.60962, 2.16381]],
  "lowdin_charge": [-0.463, -0.173, -0.071, -0.037, -0.077, 0.120, 0.105, 0.076, 0.139, 0.100, 0.083, -0.093, -0.182, -0.062, 0.108, 0.086, 0.073, 0.093, 0.083, 0.090]
}

{
  "formula": "C5H9ClFN4O",
  "method": "wB97M-V/def2-TZVPD",
  "e_above_lowest_ev": 1.6108,
  "homo_lumo_gap_ev": 9.19,
  "e_lumo_ev": -4.06,
  "homo_ev": -13.25,
  "total_charge": 1,
  "species": ["C", "C", "C", "C", "C", "N", "N", "N", "N", "O", "F", "Cl", "H", "H", "H", "H", "H", "H", "H", "H", "H"],
  "positions_angstrom": [[-1.16959, -2.01768, -0.15753], [1.14226, -1.25916, -0.43193], [-1.88003, -0.66550, -0.13763], [-0.95380, 0.55350, 0.16149], [0.59669, 2.08046, -0.80106], [0.10248, -2.16684, -0.22394], [1.53430, -1.17098, -1.58785], [1.56939, -0.62396, 0.73798], [-0.95603, 0.99050, 1.41235], [-0.30046, 0.94910, -0.81070], [-2.80553, -0.71981, 0.85413], [3.10787, 0.14808, 0.90057], [-1.75476, -2.86869, -0.03839], [-2.46129, -0.64545, -1.16785], [0.88995, 2.47284, 0.26700], [-0.07659, 2.82953, -1.33596], [1.40342, 1.74309, -1.27903], [2.58882, -0.88813, -1.78591], [-0.56015, 1.85714, 1.66360], [1.32415, -1.13672, 1.56881], [-1.34112, 0.53867, 2.19186]],
  "lowdin_charge": [-0.003, -0.668, -0.180, -0.299, 0.052, 0.165, 0.149, -0.384, 0.299, 0.025, 0.038, 0.668, 0.117, 0.217, 0.139, 0.152, 0.041, 0.125, 0.125, 0.086, 0.135]
}

{
  "formula": "C2H4O3PS",
  "method": "wB97M-V/def2-TZVPD",
  "e_above_lowest_ev": 0.2973,
  "homo_lumo_gap_ev": 8.35,
  "e_lumo_ev": 3.60,
  "homo_ev": -4.75,
  "total_charge": -1,
  "species": ["C", "C", "O", "O", "O", "P", "S", "H", "H", "H", "H"],
  "positions_angstrom": [[-0.71307, -0.24612, -0.45521], [-0.00207, 0.42056, 0.43897], [2.41648, -1.49641, -0.65689], [-0.30798, -1.43915, -0.87121], [3.14540, -0.71228, 1.65547], [3.09058, -0.46718, 0.20410], [3.78622, 1.10644, -0.64984], [-1.60697, -0.01130, -0.87662], [0.83360, -0.03002, 0.75787], [-0.33340, 1.39748, 0.82443], [0.59244, -1.38071, -0.65015]],
  "lowdin_charge": [-0.283, 0.003, -0.442, 0.014, -0.424, -0.068, 0.113, 0.072, -0.042, 0.066, -0.008]
}

{
  "formula": "C5H6N2OS",
  "method": "wB97M-V/def2-TZVPD",
  "e_above_lowest_ev": 5.6963,
  "homo_lumo_gap_ev": [5.82, 5.82],
  "e_lumo_ev": [-2.56, -2.57],
  "homo_ev": [-8.39, -8.39],
  "total_charge": 0,
  "species": ["C", "C", "C", "C", "C", "N", "N", "O", "S", "H", "H", "H", "H", "H", "H"],
  "positions_angstrom": [[1.46552, -0.68760, 0.33386], [1.42439, 0.73086, -0.13613], [-0.58447, 0.01294, -0.06595], [2.48759, -1.47844, 0.67780], [-1.93630, 0.06002, 0.04095], [0.10801, -1.06920, 0.31586], [0.12225, 1.05644, -0.34463], [-2.61007, 2.64711, 0.72182], [2.78166, 1.65878, -0.20727], [2.21478, -2.41810, 1.03034], [3.44235, -1.05189, 0.57260], [-2.71811, -0.58585, -0.35038], [-0.32867, -1.86751, 0.83799], [-1.70178, 2.51109, 0.62314], [-2.78414, 3.56132, 0.25040]],
  "lowdin_charge": [-0.323, -0.797, -0.515, 0.099, 0.351, 0.116, 0.087, -0.094, 0.663, 0.050, 0.042, 0.065, 0.192, -0.048, 0.112]
}